Computed, not measured: a 11-piece molecular cluster, C36H101N7O11 overall in a non-equilibrium geometry, with ωB97M-V/def2-TZVPD.

Each atom is followed by the atoms it is bonded to, with distances in Å.
Positions of all 155 atoms, in Å:
1 C -1.499 -4.017 -0.863  O2 1.409, H7 1.096, H8 1.096, H9 1.086
2 O -2.337 -3.306 0.020  C1 1.409, C3 1.424
3 C -2.671 -4.066 1.176  O2 1.424, C4 1.515, H10 1.097, H11 1.096
4 C -3.372 -3.147 2.155  C3 1.515, C5 1.522, N6 1.452, H12 1.099
5 C -3.534 -3.764 3.537  C4 1.522, H13 1.093, H14 1.088, H15 1.101
6 N -4.635 -2.569 1.733  C4 1.452, H16 1.038, H17 1.016
7 H -1.733 -5.087 -0.908  C1 1.096
8 H -0.465 -4.031 -0.499  C1 1.096
9 H -1.638 -3.566 -1.841  C1 1.086
10 H -3.310 -4.938 0.984  C3 1.097
11 H -1.699 -4.385 1.572  C3 1.096
12 H -2.666 -2.319 2.302  C4 1.099
13 H -4.456 -4.340 3.649  C5 1.093
14 H -3.422 -3.100 4.391  C5 1.088
15 H -2.762 -4.525 3.727  C5 1.101
16 H -4.533 -2.232 0.757  N6 1.038
17 H -5.408 -3.226 1.686  N6 1.016
18 C 0.523 1.861 -2.648  O19 1.403, H24 1.099, H25 1.092, H26 1.088
19 O 0.498 3.241 -2.398  C18 1.403, C20 1.386
20 C -0.727 3.856 -2.609  O19 1.386, C21 1.533, H27 1.104, H28 1.104
21 C -0.668 5.332 -2.198  C20 1.533, C22 1.504, N23 1.485, H29 1.094
22 C -1.968 6.050 -2.431  C21 1.504, H30 1.093, H31 1.098, H32 1.086
23 N 0.358 6.035 -3.008  C21 1.485, H33 1.014, H34 1.018
24 H -0.025 1.598 -3.564  C18 1.099
25 H 0.046 1.344 -1.813  C18 1.092
26 H 1.523 1.487 -2.863  C18 1.088
27 H -1.126 3.769 -3.634  C20 1.104
28 H -1.553 3.372 -2.059  C20 1.104
29 H -0.337 5.236 -1.159  C21 1.094
30 H -2.749 5.846 -1.694  C22 1.093
31 H -2.436 5.659 -3.344  C22 1.098
32 H -1.798 7.116 -2.549  C22 1.086
33 H 1.263 5.586 -2.913  N23 1.014
34 H 0.069 5.883 -3.972  N23 1.018
35 C -0.131 -0.703 4.482  O36 1.409, H41 1.089, H42 1.096, H43 1.094
36 O 0.300 0.262 5.415  C35 1.409, C37 1.411
37 C 1.693 0.488 5.398  O36 1.411, C38 1.529, H44 1.101, H45 1.095
38 C 2.091 1.652 6.306  C37 1.529, C39 1.530, N40 1.470, H46 1.104
39 C 3.615 1.730 6.420  C38 1.530, H47 1.091, H48 1.097, H49 1.085
40 N 1.432 1.507 7.611  C38 1.470, H50 1.020, H51 1.019
41 H -0.540 -1.573 4.995  C35 1.089
42 H 0.679 -1.029 3.819  C35 1.096
43 H -0.857 -0.271 3.788  C35 1.094
44 H 2.164 -0.409 5.828  C37 1.101
45 H 2.146 0.635 4.412  C37 1.095
46 H 1.784 2.550 5.742  C38 1.104
47 H 4.021 2.108 5.481  C39 1.091
48 H 3.923 0.684 6.543  C39 1.097
49 H 3.956 2.302 7.276  C39 1.085
50 H 0.560 1.001 7.455  N40 1.020
51 H 1.073 2.430 7.849  N40 1.019
52 C 4.307 -2.350 4.323  O53 1.403, H58 1.087, H59 1.098, H60 1.093
53 O 4.212 -1.522 3.195  C52 1.403, C54 1.423
54 C 4.331 -2.193 1.945  O53 1.423, C55 1.520, H61 1.097, H62 1.096
55 C 4.160 -1.059 0.947  C54 1.520, C56 1.534, N57 1.482, H63 1.095
56 C 3.921 -1.615 -0.462  C55 1.534, H64 1.088, H65 1.097, H66 1.093
57 N 5.315 -0.135 0.858  C55 1.482, H67 1.016, H68 1.026
58 H 4.396 -1.733 5.213  C52 1.087
59 H 5.222 -2.958 4.339  C52 1.098
60 H 3.504 -3.085 4.407  C52 1.093
61 H 5.311 -2.671 1.821  C54 1.097
62 H 3.522 -2.928 1.861  C54 1.096
63 H 3.350 -0.400 1.276  C55 1.095
64 H 3.912 -0.857 -1.243  C56 1.088
65 H 2.963 -2.149 -0.489  C56 1.097
66 H 4.729 -2.307 -0.713  C56 1.093
67 H 4.978 0.786 1.126  N57 1.016
68 H 5.937 -0.287 1.660  N57 1.026
69 C -3.117 2.673 0.249  O70 1.397, H75 1.096, H76 1.103, H77 1.095
70 O -3.463 1.783 -0.770  C69 1.397, C71 1.415
71 C -4.304 0.752 -0.290  O70 1.415, C72 1.514, H78 1.094, H79 1.099
72 C -4.549 -0.166 -1.469  C71 1.514, C73 1.524, N74 1.467, H80 1.094
73 C -5.399 0.492 -2.551  C72 1.524, H81 1.089, H82 1.095, H83 1.099
74 N -5.171 -1.405 -0.989  C72 1.467, H84 1.012, H85 1.008
75 H -2.383 3.435 -0.035  C69 1.096
76 H -2.498 2.097 0.958  C69 1.103
77 H -3.928 3.210 0.751  C69 1.095
78 H -3.884 0.166 0.532  C71 1.094
79 H -5.262 1.158 0.064  C71 1.099
80 H -3.585 -0.527 -1.841  C72 1.094
81 H -5.400 -0.015 -3.515  C73 1.089
82 H -5.166 1.555 -2.671  C73 1.095
83 H -6.452 0.559 -2.247  C73 1.099
84 H -6.160 -1.286 -0.815  N74 1.012
85 H -4.961 -2.173 -1.608  N74 1.008
86 C -4.788 -5.107 -5.097  O87 1.405, H92 1.091, H93 1.095, H94 1.100
87 O -3.836 -4.187 -5.567  C86 1.405, C88 1.416
88 C -3.968 -2.895 -5.004  O87 1.416, C89 1.519, H95 1.095, H96 1.099
89 C -2.623 -2.193 -5.097  C88 1.519, C90 1.537, N91 1.476, H97 1.098
90 C -2.312 -1.163 -4.000  C89 1.537, H98 1.100, H99 1.092, H100 1.089
91 N -2.555 -1.379 -6.326  C89 1.476, H101 1.019, H102 1.010
92 H -4.891 -5.869 -5.871  C86 1.091
93 H -5.741 -4.620 -4.862  C86 1.095
94 H -4.522 -5.658 -4.182  C86 1.100
95 H -4.763 -2.318 -5.487  C88 1.095
96 H -4.255 -2.976 -3.946  C88 1.099
97 H -1.836 -2.944 -4.947  C89 1.098
98 H -2.381 -1.651 -3.017  C90 1.100
99 H -3.062 -0.369 -3.985  C90 1.092
100 H -1.319 -0.716 -4.011  C90 1.089
101 H -2.647 -2.035 -7.101  N91 1.019
102 H -1.684 -0.879 -6.431  N91 1.010
103 C 3.059 2.832 -0.465  O104 1.408, H109 1.089, H110 1.099, H111 1.095
104 O 4.108 2.582 0.441  C103 1.408, C105 1.428
105 C 3.814 2.735 1.830  O104 1.428, C106 1.524, H112 1.086, H113 1.092
106 C 3.912 4.194 2.261  C105 1.524, C107 1.521, N108 1.483, H114 1.097
107 C 5.363 4.636 2.376  C106 1.521, H115 1.093, H116 1.090, H117 1.092
108 N 3.319 4.286 3.617  C106 1.483, H118 1.016, H119 1.020
109 H 3.182 2.357 -1.437  C103 1.089
110 H 3.049 3.901 -0.720  C103 1.099
111 H 2.107 2.565 0.006  C103 1.095
112 H 2.874 2.259 2.094  C105 1.086
113 H 4.676 2.257 2.301  C105 1.092
114 H 3.332 4.828 1.579  C106 1.097
115 H 5.930 4.301 1.504  C107 1.093
116 H 5.815 4.225 3.278  C107 1.090
117 H 5.459 5.723 2.396  C107 1.092
118 H 3.438 5.250 3.914  N108 1.016
119 H 2.314 4.116 3.610  N108 1.020
120 C -1.359 4.424 3.236  C121 1.531, H123 1.097, H124 1.092, H125 1.086
121 C -0.532 3.137 3.287  C120 1.531, O122 1.422, H126 1.093, H127 1.090
122 O 0.630 3.340 2.493  C121 1.422, H128 0.959
123 H -1.742 4.541 2.215  C120 1.097
124 H -0.737 5.319 3.300  C120 1.092
125 H -2.234 4.425 3.879  C120 1.086
126 H -1.143 2.389 2.775  C121 1.093
127 H -0.315 2.850 4.316  C121 1.090
128 H 1.082 2.514 2.314  O122 0.959
129 C 2.691 -2.535 -4.412  C130 1.518, H132 1.090, H133 1.093, H134 1.091
130 C 1.963 -1.324 -3.859  C129 1.518, O131 1.413, H135 1.100, H136 1.101
131 O 2.030 -0.208 -4.724  C130 1.413, H137 0.963
132 H 2.797 -3.308 -3.650  C129 1.090
133 H 3.676 -2.244 -4.786  C129 1.093
134 H 2.164 -3.016 -5.237  C129 1.091
135 H 2.162 -1.072 -2.807  C130 1.100
136 H 0.890 -1.543 -3.744  C130 1.101
137 H 2.891 -0.202 -5.155  O131 0.963
138 C -0.248 0.016 0.527  C139 1.508, H141 1.091, H142 1.092, H143 1.091
139 C -0.429 -1.394 0.024  C138 1.508, O140 1.433, H144 1.098, H145 1.100
140 O -0.726 -1.398 -1.377  C139 1.433, H146 0.962
141 H -1.076 0.657 0.220  C138 1.091
142 H 0.679 0.388 0.086  C138 1.092
143 H -0.190 0.091 1.614  C138 1.091
144 H -1.195 -1.969 0.562  C139 1.098
145 H 0.472 -2.009 0.172  C139 1.100
146 H -0.898 -2.316 -1.610  O140 0.962
147 C 0.974 -3.506 -3.571  C148 1.508, H150 1.093, H151 1.090, H152 1.090
148 C 1.787 -3.732 -2.321  C147 1.508, O149 1.436, H153 1.094, H154 1.091
149 O 1.681 -5.116 -1.952  C148 1.436, H155 0.965
150 H -0.054 -3.828 -3.384  C147 1.093
151 H 1.347 -4.127 -4.386  C147 1.090
152 H 0.913 -2.463 -3.881  C147 1.090
153 H 1.419 -3.079 -1.523  C148 1.094
154 H 2.832 -3.493 -2.521  C148 1.091
155 H 2.181 -5.167 -1.129  O149 0.965

Properties
Max |F|: 5.6 eV Å⁻¹
Gap between HOMO and LUMO: 9.300 eV
SMILES: COC[C@H](C)N.COC[C@H](C)N.COC[C@H](C)N.COC[C@H](C)N.COC[C@H](C)N.COC[C@H](C)N.COC[C@H](C)N.CCO.CCO.CCO.CCO
Relative energy (zero: lowest compared OMol25 entry of this formula, charge and spin): 181.5 kcal per mole

Atom charges from the Löwdin analysis, given in e for atoms 1 to 4: atom 1 (C): -0.1046, atom 2 (O): -0.2339, atom 3 (C): -0.1875, atom 4 (C): -0.4524